[1]
{
  "formula": "C17H58F3N26O15",
  "method": "wB97M-V/def2-TZVPD",
  "total_charge": -1,
  "multiplicity": 1,
  "relative_energy_kcal_mol": 118.0,
  "e_tot_ev": -96189.419,
  "homo_energy_ev": -6.77,
  "lumo_ev": 1.4188,
  "elements": ["C", "O", "O", "C", "F", "F", "F", "C", "C", "H", "H", "H", "H", "H", "H", "C", "O", "N", "N", "H", "H", "H", "H", "C", "O", "N", "N", "H", "H", "H", "H", "C", "O", "N", "N", "H", "H", "H", "H", "C", "O", "N", "N", "H", "H", "H", "H", "C", "O", "N", "N", "H", "H", "H", "H", "C", "O", "N", "N", "H", "H", "H", "H", "C", "O", "N", "N", "H", "H", "H", "H", "C", "O", "N", "N", "H", "H", "H", "H", "C", "O", "N", "N", "H", "H", "H", "H", "C", "O", "N", "N", "H", "H", "H", "H", "C", "O", "N", "N", "H", "H", "H", "H", "C", "O", "N", "N", "H", "H", "H", "H", "C", "O", "N", "N", "H", "H", "H", "H"],
  "xyz": [[-0.805962, -0.217207, -0.194746], [0.513714, 0.389075, -0.143908], [-1.474858, 0.579282, -1.094691], [-0.818729, -1.691549, -0.445820], [-0.550625, -2.384907, 0.701855], [-2.119928, -2.189428, -0.633911], [0.041904, -2.205306, -1.336871], [1.478421, -0.054793, 0.826821], [2.565339, 0.971039, 0.730611], [3.366683, 0.761799, 1.439240], [2.944365, 0.996159, -0.291739], [2.280705, 1.984967, 1.001236], [1.864166, -1.040366, 0.547095], [1.062677, -0.199687, 1.821830], [-1.243847, -0.047476, 0.800427], [3.441386, -3.962987, -0.732190], [3.945549, -4.447827, 0.271699], [3.803722, -2.717668, -1.192743], [2.639549, -4.569588, -1.614819], [4.392809, -2.228288, -0.547449], [3.323357, -2.335695, -1.986599], [2.347498, -5.468034, -1.268645], [2.245578, -4.089391, -2.470901], [-4.393680, -2.330228, 0.929556], [-3.927395, -1.221397, 1.218306], [-4.004300, -3.119351, -0.095337], [-5.350284, -2.933261, 1.679184], [-3.158853, -2.906997, -0.675301], [-4.644760, -3.830703, -0.402745], [-5.525965, -3.893858, 1.440062], [-5.908002, -2.531665, 2.410894], [5.394747, 2.931937, 4.472118], [6.292547, 3.680994, 4.095431], [5.184587, 2.632690, 5.799676], [4.659996, 2.197925, 3.650366], [4.213202, 2.588980, 6.063632], [5.837785, 2.922881, 6.504653], [4.206896, 1.353722, 3.972729], [4.776779, 2.145295, 2.651600], [-3.858667, 2.570431, 2.067641], [-3.519029, 3.736579, 1.970297], [-3.577973, 1.552880, 1.200281], [-4.103002, 1.983561, 3.288400], [-3.727387, 0.554227, 1.265888], [-3.174107, 1.894204, 0.340660], [-4.572451, 1.094664, 3.248474], [-4.116825, 2.588914, 4.092112], [-3.122615, -1.911434, -4.870626], [-4.291396, -2.269004, -5.028050], [-2.129721, -2.336981, -5.681466], [-2.763440, -1.035982, -3.909138], [-2.277142, -2.977125, -6.440966], [-1.203061, -1.937791, -5.687231], [-1.817102, -0.715455, -3.771675], [-3.520377, -0.718704, -3.322956], [-0.945054, -1.158642, 3.738228], [0.110170, -1.452873, 4.319984], [-2.068370, -1.800846, 4.095994], [-0.992602, -0.263521, 2.749522], [-1.928286, -2.548268, 4.751392], [-2.816220, -1.717338, 3.423542], [-1.944798, -0.007488, 2.538918], [-0.221350, 0.116770, 2.238771], [0.222623, -4.779153, -3.733218], [1.309515, -4.727165, -3.147584], [-0.802443, -3.971516, -3.397386], [-0.113184, -5.724707, -4.613195], [-0.700891, -3.276903, -2.676190], [-1.743410, -4.256154, -3.610784], [0.685371, -6.112948, -5.087493], [-1.074649, -5.789332, -4.893346], [-0.110681, 4.199947, -1.565831], [0.390083, 5.306924, -1.515123], [0.606811, 3.069071, -1.595169], [-1.408109, 3.881752, -1.838249], [0.198346, 2.209868, -1.915825], [1.607957, 3.150105, -1.486012], [-2.058711, 4.394831, -1.257724], [-1.587290, 2.906233, -2.001030], [0.580906, 3.747858, 2.107932], [1.556871, 4.479933, 1.865502], [0.159203, 2.815711, 1.239897], [-0.050731, 3.805388, 3.294874], [-0.733449, 2.357230, 1.298818], [0.730118, 2.801596, 0.407540], [0.335738, 4.411794, 3.996433], [-0.901685, 3.310334, 3.493075], [-5.668417, 0.923752, -1.338500], [-6.824200, 1.099743, -1.727317], [-4.577068, 1.403110, -1.975426], [-5.272682, -0.119850, -0.528361], [-4.695621, 1.876869, -2.853537], [-3.737535, 1.297386, -1.424075], [-5.965257, -0.818467, -0.331115], [-4.277295, -0.256004, -0.497439], [3.443530, -1.563538, 2.692974], [3.430286, -0.480195, 3.261149], [4.491327, -1.953755, 1.901649], [2.395454, -2.413344, 2.776560], [4.551138, -2.828952, 1.413543], [5.240370, -1.282957, 1.872406], [2.491288, -3.398372, 2.579661], [1.701939, -2.208550, 3.498077], [4.454868, 4.430116, -0.272389], [5.250685, 4.479439, -1.205976], [4.847230, 4.131199, 1.000943], [3.164817, 4.829123, -0.318553], [4.095631, 4.179787, 1.671257], [5.807165, 4.302820, 1.243343], [2.479678, 4.605536, 0.397253], [2.778198, 5.289206, -1.127259], [1.034347, -0.089281, -4.048567], [1.374191, -0.151094, -5.237298], [-0.114239, 0.466311, -3.669324], [1.753655, -0.568440, -3.030226], [-0.549404, 0.385510, -2.746165], [-0.606756, 0.953567, -4.402170], [2.653514, -0.856672, -3.383171], [1.434922, -0.634603, -2.080429]],
  "forces_ev_per_angstrom": [[-0.933, 4.622, -0.691], [-0.151, -1.701, -0.076], [-0.071, -1.733, -0.195], [0.083, -2.342, 2.386], [0.757, 0.558, -0.072], [4.526, 3.144, -2.029], [-0.765, 0.568, -0.367], [0.092, -0.021, -0.809], [1.001, 0.378, 0.446], [0.073, -0.320, -0.333], [0.149, -0.042, -0.003], [-0.249, -0.196, -0.077], [0.027, -0.038, -0.015], [0.672, 0.210, -0.119], [-0.017, -0.880, -0.798], [0.518, 0.419, -1.905], [-0.012, -0.107, 1.164], [0.223, -0.248, 0.768], [2.529, 0.785, 3.160], [-0.091, 0.802, -0.415], [0.284, 0.370, 0.295], [-0.408, -0.014, -0.690], [1.190, -0.675, 2.303], [0.521, 0.112, 0.508], [0.502, -1.127, 0.697], [-0.698, -0.714, -0.823], [-0.746, -0.826, 0.177], [-3.129, -1.318, 0.947], [0.019, 0.028, 0.066], [-0.267, 0.071, 0.314], [0.330, 0.421, -0.135], [2.545, 0.435, -0.165], [-0.300, 0.152, 0.179], [-0.889, -0.252, 0.589], [-1.876, -1.523, -0.940], [0.146, -0.219, 0.279], [-0.032, 0.486, -0.318], [-0.041, 0.076, 0.236], [0.445, 0.819, 0.030], [2.549, -1.556, 1.632], [-0.753, -0.012, -0.738], [0.460, 1.595, -2.034], [-0.810, 0.369, 0.543], [-0.381, 0.326, 0.424], [0.019, -0.292, -0.134], [-0.075, 0.098, 0.618], [-0.507, -0.217, -0.009], [-1.326, 0.087, -0.556], [0.429, -0.253, 0.237], [1.522, -0.360, -0.816], [-0.133, -0.022, 0.460], [-0.645, 0.143, 0.146], [-0.115, 0.160, 0.350], [-0.162, -0.021, 0.040], [0.246, 0.190, 0.076], [3.338, -0.878, 1.222], [-0.104, 0.105, -0.177], [-1.192, 0.734, -0.579], [-2.421, 0.363, 0.808], [-0.317, -0.064, -0.194], [-0.395, -0.692, 0.373], [0.230, 0.500, -0.608], [-0.080, 0.148, 0.727], [-0.816, 0.461, 1.782], [-3.562, -0.934, -5.208], [-0.629, 0.410, 0.286], [0.630, -0.561, -0.454], [0.206, -0.312, -0.095], [0.027, 0.332, -0.247], [-0.528, -0.509, -0.247], [0.306, -0.222, -0.632], [0.739, -0.301, -1.780], [-0.512, 0.409, 0.934], [2.023, -0.676, 0.131], [-1.569, 1.266, 0.261], [0.181, -0.257, 0.386], [0.005, -0.071, -0.421], [-0.305, -0.156, -0.399], [-0.318, -0.121, 0.576], [0.580, 0.414, 0.176], [-0.455, -0.617, 0.431], [0.181, 0.365, 0.160], [-0.322, 0.228, 0.843], [0.022, 0.061, -0.202], [-0.956, -0.368, -0.299], [-0.124, 0.070, -0.156], [0.043, -0.032, -0.095], [-1.395, -2.592, -2.180], [0.655, 0.431, 0.981], [0.391, 0.959, 0.390], [-1.050, 1.555, -0.192], [0.308, 0.406, 0.362], [0.696, 0.355, -1.140], [0.226, 0.029, 0.197], [-0.414, -0.781, 0.177], [0.328, -0.496, -0.087], [0.213, 0.415, 0.246], [0.025, 0.841, 0.358], [-0.738, -0.843, 0.507], [-0.164, -0.533, -0.019], [0.082, -0.206, -0.055], [0.327, 0.164, -0.330], [0.154, 0.326, -0.273], [0.799, 1.267, -0.274], [-0.299, -0.114, 0.010], [-0.329, -0.980, 0.226], [-0.990, -0.221, -1.032], [0.528, 0.293, 0.507], [-0.112, -0.187, 0.239], [0.260, 0.322, 0.314], [0.247, -0.291, -0.203], [-0.114, -0.012, -1.346], [0.169, -0.003, 0.773], [-1.956, 0.839, -0.258], [1.621, -0.830, -0.427], [0.076, 0.349, 0.427], [-0.052, -0.049, 0.121], [0.090, -0.224, 0.738], [0.235, 0.317, 0.129]]
}



[2]
{
  "formula": "C28H49BN8O2Pt",
  "method": "wB97M-V/def2-TZVPD",
  "multiplicity": 1,
  "relative_energy_kcal_mol": 2.9,
  "e_tot_ev": -49772.779,
  "homo_energy_ev": -8.26,
  "lumo_ev": 0.0836,
  "elements": ["Pt", "C", "C", "C", "C", "C", "C", "C", "C", "C", "N", "N", "B", "N", "N", "C", "C", "C", "C", "C", "C", "C", "C", "C", "N", "N", "C", "C", "C", "C", "C", "C", "C", "C", "C", "H", "H", "H", "H", "H", "H", "H", "H", "H", "H", "H", "H", "H", "H", "H", "H", "H", "H", "H", "H", "H", "H", "H", "H", "H", "H", "H", "H", "H", "H", "H", "H", "H", "H", "H", "H", "H", "H", "H", "H", "H", "H", "H", "H", "H", "H", "N", "N", "C", "O", "O", "H", "H", "H"],
  "xyz": [[1.560301, -1.208552, -0.772292], [4.683489, 2.847149, -0.748703], [3.300227, 2.344238, -1.157169], [3.370727, 1.613666, -2.494646], [2.575161, 1.673417, -0.006537], [2.633062, 2.107805, 1.317373], [1.532389, 1.554151, 1.954899], [1.217423, 1.657357, 3.420789], [0.065724, 2.600150, 3.765290], [1.046882, 0.259835, 4.021444], [0.850842, 0.846249, 1.039064], [1.535130, 0.828937, -0.135750], [-0.668870, 0.461099, 0.913707], [-1.236399, 0.955413, -0.464456], [-0.662587, 0.523505, -1.628174], [-1.308631, 1.092265, -2.622838], [-2.336148, 1.917270, -2.127990], [-2.275708, 1.796302, -0.760963], [-3.307510, 2.389294, 0.161679], [-4.292013, 1.304579, 0.612991], [-2.781869, 3.241153, 1.314696], [-0.915634, 0.895006, -4.061347], [-0.441535, 2.220467, -4.663528], [0.139080, -0.188166, -4.243229], [-0.807426, -1.066224, 1.011360], [-0.265624, -1.776095, -0.025780], [-0.994618, -2.890322, -0.181787], [-1.980343, -2.908408, 0.805687], [-1.827864, -1.766604, 1.557750], [-2.596098, -1.550875, 2.849513], [-2.061204, -2.571383, 3.870427], [-2.673754, -0.189473, 3.538102], [-0.930827, -3.999048, -1.208434], [-0.571934, -3.549166, -2.618684], [-0.135110, -5.222870, -0.736593], [5.147055, 3.381511, -1.578618], [5.338712, 2.014436, -0.477982], [4.640212, 3.527269, 0.100235], [2.667777, 3.220334, -1.342699], [4.222948, 0.932407, -2.537214], [3.538031, 2.341542, -3.288869], [2.447351, 1.080814, -2.716063], [3.346351, 2.779026, 1.763556], [2.122589, 2.091970, 3.854947], [-0.876335, 2.245801, 3.357359], [0.250342, 3.601670, 3.374601], [-0.040762, 2.669176, 4.849148], [0.285212, -0.307633, 3.489053], [0.762369, 0.324875, 5.073196], [1.977615, -0.305113, 3.951383], [-1.284119, 0.983270, 1.775974], [-3.052777, 2.501242, -2.683359], [-3.869435, 3.068355, -0.486023], [-3.771966, 0.467039, 1.075139], [-4.831746, 0.908229, -0.247847], [-5.019726, 1.700943, 1.324906], [-2.341197, 2.638679, 2.102441], [-3.601678, 3.812125, 1.755548], [-2.025021, 3.945536, 0.965455], [-1.815650, 0.587841, -4.606509], [0.455982, 2.568111, -4.144795], [-1.201018, 2.997171, -4.568737], [-0.200642, 2.103218, -5.722147], [1.069952, 0.096434, -3.752072], [0.346855, -0.342525, -5.304064], [-0.180896, -1.130868, -3.807860], [-2.694356, -3.699694, 0.966644], [-3.620827, -1.847067, 2.603296], [-1.024170, -2.341438, 4.124568], [-2.093217, -3.587140, 3.479730], [-2.652181, -2.531963, 4.787048], [-1.710681, 0.111996, 3.945385], [-3.364264, -0.285946, 4.378441], [-3.040307, 0.609190, 2.902942], [-1.974467, -4.327557, -1.247452], [0.456268, -3.202189, -2.686799], [-1.239470, -2.751379, -2.947082], [-0.682421, -4.392273, -3.303719], [0.935036, -5.051958, -0.774621], [-0.371801, -6.074321, -1.378289], [-0.411679, -5.489114, 0.285284], [3.573498, -1.020700, -1.105331], [4.099667, -2.273122, -0.661237], [3.263348, -3.403039, -0.896323], [3.763994, -4.502354, -0.883137], [2.007433, -3.126930, -1.096603], [3.834764, -0.836442, -2.070085], [3.946588, -0.279063, -0.517807], [5.054103, -2.442490, -0.948819]],
  "forces_ev_per_angstrom": [[0.396, 0.486, 0.619], [-0.017, -0.019, 0.007], [0.019, -0.040, -0.017], [-0.048, 0.025, 0.013], [-0.004, -0.045, -0.087], [-0.041, 0.012, 0.049], [-0.075, 0.245, -0.125], [0.030, -0.017, 0.002], [-0.009, -0.021, -0.015], [0.020, -0.011, 0.001], [0.041, -0.055, 0.043], [0.114, 0.004, -0.059], [-0.188, 0.254, -0.238], [0.007, -0.051, 0.033], [-0.203, 0.069, -0.059], [0.024, 0.092, 0.012], [-0.008, -0.048, -0.020], [0.074, 0.027, 0.085], [-0.016, -0.013, -0.017], [-0.012, 0.001, -0.023], [-0.010, 0.001, 0.000], [-0.023, -0.013, -0.024], [0.009, 0.008, 0.004], [-0.025, 0.020, -0.018], [0.068, -0.094, 0.145], [-0.430, -0.386, -0.429], [0.053, 0.019, 0.041], [0.029, -0.065, 0.120], [-0.077, 0.042, -0.069], [-0.039, -0.036, 0.003], [-0.009, 0.006, 0.000], [0.032, -0.026, 0.001], [0.094, 0.067, 0.012], [0.042, -0.026, -0.037], [-0.050, -0.010, -0.006], [0.003, -0.004, -0.004], [0.008, -0.001, -0.005], [0.004, 0.001, 0.004], [0.048, 0.042, 0.031], [0.014, 0.035, -0.030], [-0.030, 0.005, -0.007], [0.024, -0.024, 0.026], [-0.001, 0.010, 0.005], [-0.014, 0.004, 0.024], [0.007, -0.016, 0.040], [-0.015, -0.004, -0.018], [0.014, 0.016, 0.005], [-0.027, 0.001, -0.003], [0.005, -0.003, 0.001], [-0.003, -0.002, -0.009], [0.101, -0.078, 0.115], [0.001, 0.005, -0.002], [0.016, 0.008, 0.000], [0.009, -0.010, 0.003], [-0.007, 0.005, 0.003], [0.008, -0.001, 0.010], [-0.023, -0.004, 0.006], [-0.002, 0.003, -0.007], [0.006, -0.003, 0.005], [-0.001, -0.002, 0.010], [0.003, -0.004, 0.002], [0.000, 0.001, 0.001], [0.000, -0.001, -0.001], [-0.016, -0.030, 0.000], [-0.004, 0.009, -0.001], [0.021, -0.013, 0.003], [-0.016, 0.006, -0.003], [0.000, 0.016, 0.003], [0.004, 0.000, -0.001], [0.001, 0.000, -0.003], [0.000, 0.001, 0.005], [0.015, 0.010, -0.009], [0.010, -0.001, 0.010], [-0.016, -0.008, -0.009], [-0.014, 0.022, -0.029], [-0.044, 0.006, -0.008], [-0.011, -0.010, 0.008], [-0.022, 0.008, -0.009], [0.021, 0.013, 0.019], [0.001, 0.010, -0.010], [-0.004, -0.005, 0.002], [0.027, -0.481, -0.128], [0.048, 0.027, -0.045], [0.027, 0.011, -0.057], [-0.025, 0.001, -0.028], [0.193, 0.062, 0.112], [-0.081, -0.010, -0.007], [-0.024, -0.013, 0.030], [-0.004, -0.017, 0.006]]
}



[3]
{
  "formula": "C5H8I2O4S",
  "method": "wB97M-V/def2-TZVPD",
  "multiplicity": 1,
  "relative_energy_kcal_mol": 0.0,
  "e_tot_ev": -40539.533,
  "homo_energy_ev": -9.97,
  "lumo_ev": -0.2676,
  "elements": ["C", "C", "C", "I", "C", "O", "S", "O", "O", "O", "C", "I", "H", "H", "H", "H", "H", "H", "H", "H"],
  "xyz": [[2.979606, 0.399156, 0.032637], [1.835725, -0.662981, 0.043263], [0.576576, -0.003232, -0.612438], [-0.023743, -0.949774, -2.477980], [-0.654328, -0.009719, 0.330386], [-1.249101, -1.275164, 0.649951], [-2.885557, -1.061485, 0.382295], [-3.556587, -1.081698, 1.685715], [-3.299630, -2.001850, -0.656588], [-2.974512, 0.467991, -0.233842], [-1.669949, 1.071370, -0.180031], [-1.456831, 2.763104, 1.163595], [2.689574, 1.208816, 0.719239], [3.029199, 0.821054, -0.985296], [3.958539, -0.024775, 0.286589], [1.578473, -0.940000, 1.079576], [2.113209, -1.577736, -0.494300], [0.820795, 1.043341, -0.841569], [-0.275793, 0.345831, 1.301283], [-1.535666, 1.467751, -1.192483]],
  "forces_ev_per_angstrom": [[-0.725, -0.480, -0.308], [-0.034, 0.585, -0.281], [-0.256, -1.152, 0.621], [0.258, 0.310, 0.294], [1.803, 1.463, 0.299], [-2.079, 1.766, -1.691], [-2.263, -2.617, 0.857], [1.565, 0.282, -2.661], [0.887, 2.070, 1.928], [1.491, -1.140, 1.057], [-0.721, -0.563, 0.071], [-0.426, -0.091, -0.333], [0.384, -0.187, -0.149], [0.195, -0.107, 0.355], [-0.308, 0.190, 0.100], [0.158, -0.008, -0.370], [-0.009, 0.283, 0.200], [-0.352, -0.299, -0.047], [-0.042, -0.082, -0.328], [0.475, -0.221, 0.385]]
}